Record 1
An isolated molecule of C5H8FNO2, computed with ωB97M-V/def2-TZVPD.

- multiplicity = 1
- lowest unoccupied orbital energy (eV) = 0.66
- DFT total energy (eV) = -13614.2505
- energy relative to the best compared isomer or geometry (same formula, charge and spin) (kcal/mol) = 59.8
- Kohn-Sham gap (eV) = 10.76
- SMILES = N[C@@]1(C(=O)O)CC[C@@H]1F
- charge = 0
- HOMO energy (eV) = -10.09

Geometry as XYZ:
```
17
Properties=species:S:1:pos:R:3:forces:R:3:lowdin_charge:R:1
C 0.488778 0.051635 0.248506 -3.8 2.5 -0.9 -0.511
C 1.197841 -0.080942 -1.078783 0.7 0.9 -3.1 -0.092
C 1.049329 -1.626371 -0.934640 5.6 4.0 6.0 -0.083
C -0.012664 -1.347677 0.057916 -1.9 -3.4 2.0 -0.261
C -0.661431 1.174599 0.317571 3.6 3.0 -3.2 -0.441
H 1.844378 1.246631 1.465094 -3.2 -3.3 -0.4 0.212
H 2.135792 -0.311242 1.281718 -1.7 0.0 0.5 0.101
H 0.771449 0.387724 -2.020521 -0.6 -0.8 1.4 0.140
H 2.178625 0.393129 -1.208595 0.3 -0.6 0.8 0.112
H 2.065996 -2.012889 -0.432070 -2.2 0.6 -0.8 0.166
H 0.815292 -2.263504 -1.591184 -1.8 -4.4 -5.6 0.031
H -0.159445 -2.094749 0.995955 0.1 2.0 -2.1 0.198
H -2.422188 1.658613 1.027698 2.4 -2.5 -0.8 0.225
N 1.204272 0.196512 1.430053 6.5 3.0 1.7 0.063
O -1.762873 0.826758 0.889945 -3.1 2.2 1.4 0.124
O -0.385919 2.297366 -0.207852 -1.4 -3.5 2.1 0.035
F -1.204510 -1.377750 -0.738736 0.5 0.3 1.0 -0.021
```
Positions in Å, forces in eV/Å.

Record 2
A structure of composition C16H20BrN5O2Os, computed with ωB97M-V/def2-TZVPD.

- multiplicity = 1
- lowest unoccupied orbital energy (spin up / spin down) (eV) = -15.66 / -15.78
- DFT total energy (eV) = -100926.9378
- energy relative to the best compared isomer or geometry (same formula, charge and spin) (kcal/mol) = 6.8
- Kohn-Sham gap (spin up / spin down) (eV) = 5.29 / 5.11
- charge = +4
- HOMO energy (spin up / spin down) (eV) = -20.96 / -20.89

Geometry as XYZ:
```
45
Properties=species:S:1:pos:R:3:forces:R:3:lowdin_charge:R:1
Os -0.070559 -0.469763 0.734119 0.3 -0.1 0.7 1.507
O 4.921306 2.168147 -1.444801 0.0 0.0 0.0 0.246
C 3.920349 1.471894 -1.030507 0.1 0.0 0.0 -0.217
C 3.789704 0.064394 -1.165406 0.0 0.0 0.0 0.086
C 2.684513 -0.562710 -0.682278 0.0 0.0 0.0 -0.043
N 1.683420 0.131224 -0.043676 -0.1 0.0 -0.2 -0.222
C 1.838603 1.479076 0.052073 0.0 0.1 -0.1 -0.619
Br 0.247802 2.142111 0.861353 0.0 0.0 0.1 1.049
C 2.873179 2.209238 -0.394455 0.0 0.0 0.0 0.072
H 5.638459 1.673252 -1.882599 0.0 0.0 0.0 0.191
H 4.566173 -0.518422 -1.645715 0.0 0.0 0.0 0.158
H 2.558576 -1.632779 -0.760939 0.0 0.0 0.0 0.130
H 2.938899 3.286637 -0.299265 0.0 0.0 0.0 0.168
N -4.014537 0.565166 0.679745 0.1 0.0 0.0 0.237
C -2.810977 0.599422 1.159594 -0.1 0.2 0.0 -0.076
N -1.987583 -0.308201 0.508869 0.1 0.0 0.0 -0.135
C -2.796896 -0.898066 -0.496062 0.0 -0.1 -0.1 -0.197
C -2.510469 -1.837707 -1.478952 0.1 0.1 0.1 0.008
C -3.556725 -2.220535 -2.309878 -0.1 0.0 0.0 0.003
C -4.838419 -1.682324 -2.170819 0.0 0.1 0.1 0.030
C -5.130431 -0.730433 -1.189012 0.0 -0.1 -0.2 0.082
C -4.078551 -0.355507 -0.383168 0.1 -0.1 0.0 -0.142
H -4.790632 1.126468 1.030098 0.0 0.0 0.0 0.223
H -2.508080 1.229537 1.982688 0.0 0.0 0.0 0.149
H -1.515556 -2.236188 -1.627807 0.0 0.0 0.0 0.102
H -3.370144 -2.942701 -3.093467 0.0 0.0 0.0 0.138
H -5.628409 -1.998866 -2.839690 0.0 0.0 0.0 0.146
H -6.127415 -0.321991 -1.078874 0.0 0.0 0.0 0.152
C -0.118923 0.127710 3.895058 0.0 0.1 0.0 0.039
O 0.366726 -0.643953 2.706754 -0.2 -0.2 -0.5 -0.265
H 0.528203 -0.148324 4.724520 0.0 0.0 0.0 0.130
H -1.152655 -0.148487 4.085368 0.0 0.0 0.0 0.111
H 0.010325 1.177344 3.660449 0.0 0.0 0.0 0.075
H 0.564743 -1.557824 2.971888 -0.1 0.0 0.0 0.128
C 0.567784 -5.603780 -0.713796 0.0 0.0 0.1 0.060
N 0.364702 -4.864728 0.569981 0.0 0.0 0.0 -0.111
C 0.347369 -5.679874 1.824863 0.0 0.0 -0.1 0.063
C 0.227998 -3.607336 0.593515 -0.1 0.0 0.0 -0.161
N 0.101113 -2.433971 0.611421 0.1 0.0 0.0 0.010
H 1.499686 -6.159585 -0.631479 0.0 0.0 0.0 0.121
H 0.619810 -4.900737 -1.540184 0.0 0.0 0.0 0.103
H -0.268228 -6.288242 -0.842519 0.0 0.0 0.0 0.121
H 1.328375 -6.135541 1.943759 0.0 0.0 0.0 0.122
H -0.415298 -6.447034 1.708193 0.0 0.0 0.0 0.122
H 0.111681 -5.045457 2.674137 0.0 0.0 0.0 0.103
```
Positions in Å, forces in eV/Å.

Record 3
A structure of composition C2H2CuLiO2, computed with ωB97M-V/def2-TZVPD.

- multiplicity = 1
- lowest unoccupied orbital energy (eV) = -1.71
- DFT total energy (eV) = -51041.8667
- energy relative to the best compared isomer or geometry (same formula, charge and spin) (kcal/mol) = 65.0
- Kohn-Sham gap (eV) = 4.08
- charge = 0
- HOMO energy (eV) = -5.79

Geometry as XYZ:
```
8
Properties=species:S:1:pos:R:3:forces:R:3:lowdin_charge:R:1
O -0.332435 0.437957 1.925712 0.0 0.1 0.5 -0.235
C -1.202424 0.114751 1.098955 0.8 0.2 0.0 -0.286
C -0.771365 -0.151592 -0.280768 1.2 -0.1 -0.4 -0.199
O 0.962610 0.000436 -0.400149 -0.6 -0.5 -1.9 -0.681
Cu 2.234734 -0.296529 -2.073536 -1.6 0.3 1.9 0.554
Li 1.486282 0.519661 1.237092 -1.0 -0.2 -0.2 0.693
H -1.294842 0.554247 -0.954611 0.7 -0.2 0.1 0.078
H -1.082558 -1.178931 -0.552697 0.6 0.4 0.0 0.077
```
Positions in Å, forces in eV/Å.

Record 4
A structure of composition C43H37EuN4O5P, computed with ωB97M-V/def2-TZVPD.

- multiplicity = 8
- lowest unoccupied orbital energy (spin up / spin down) (eV) = -6.19 / -6.19
- DFT total energy (eV) = -89994.7177
- Kohn-Sham gap (spin up / spin down) (eV) = 5.19 / 6.64
- charge = +2
- HOMO energy (spin up / spin down) (eV) = -11.38 / -12.82

Geometry as XYZ:
```
91
Properties=species:S:1:pos:R:3:forces:R:3:mulliken_spin:R:1
Eu -0.194603 -1.438639 -1.182790 -0.6 -1.1 -1.1 7.006
O -2.482664 -3.323393 2.360878 -0.1 -0.1 0.0 0.000
C -1.692573 -2.711605 1.504186 0.0 0.1 -0.2 -0.020
O -1.390426 -3.157574 0.409179 -0.2 0.1 0.4 0.004
C -1.179982 -1.381752 1.980048 0.3 0.2 0.0 0.015
C -1.561321 -0.683001 3.107137 0.1 0.0 -0.1 0.002
C -0.906339 0.533022 3.323530 0.0 -0.1 -0.1 0.004
C 0.155403 0.923177 2.521291 -0.1 -0.3 -0.1 -0.006
C 0.552947 0.096489 1.460081 0.0 0.0 0.1 -0.004
N -0.206029 -0.957608 1.176955 0.1 0.2 0.9 0.003
C 1.884119 -0.004177 0.681561 -0.1 -0.2 0.2 -0.014
O 2.297083 2.666384 0.700177 0.1 -0.2 -0.6 0.002
O 1.760180 -0.827128 -0.411488 1.3 0.9 0.6 -0.011
H -2.744722 -4.181905 1.987488 0.0 0.0 0.0 0.000
H -2.321102 -1.051612 3.779126 0.0 0.0 0.0 0.000
H -1.196600 1.157687 4.156681 0.0 0.0 0.0 0.000
H 0.662803 1.840982 2.771698 0.2 0.1 0.1 -0.002
H 1.532196 2.598125 1.295872 -0.1 -0.1 -0.1 0.000
C -5.061689 -1.549702 -1.564969 0.1 0.0 -0.1 0.004
C -3.732354 -1.493678 -1.134617 0.1 0.0 -0.1 -0.002
N -2.686755 -1.456578 -1.944986 -0.6 0.0 -0.3 0.041
C -2.919605 -1.493398 -3.285614 0.0 0.0 0.0 -0.013
C -4.222203 -1.515742 -3.813467 0.0 0.0 0.0 -0.006
C -5.303098 -1.546581 -2.913701 0.1 0.0 0.1 0.002
C -4.440779 -1.532913 -5.232116 0.1 0.0 0.0 -0.002
C -3.400004 -1.559339 -6.086477 0.0 0.0 0.2 0.001
C -2.052788 -1.577412 -5.591168 0.0 0.0 0.0 -0.003
C -0.955055 -1.658170 -6.467837 0.1 0.0 0.1 0.002
C 0.320534 -1.695363 -5.967361 -0.1 0.0 0.1 -0.001
C 0.483106 -1.640873 -4.577725 -0.2 0.1 0.0 -0.001
N -0.526977 -1.558977 -3.725457 -0.1 0.0 -0.4 0.041
C -1.796151 -1.532880 -4.211955 0.1 0.0 0.0 -0.022
H -5.862914 -1.584133 -0.841980 0.0 0.0 0.0 0.000
H -3.523201 -1.470293 -0.069079 0.0 0.0 -0.1 -0.008
H -6.312355 -1.575941 -3.300614 -0.1 0.0 0.0 0.000
H -5.458427 -1.534865 -5.594998 -0.1 0.0 0.0 0.000
H -3.556026 -1.581509 -7.155087 0.0 0.0 -0.1 0.000
H -1.133367 -1.697348 -7.533896 0.0 0.0 0.0 0.000
H 1.184717 -1.767452 -6.609056 0.0 0.0 0.0 0.000
H 1.481674 -1.662752 -4.148114 -0.1 0.0 0.0 -0.002
C -4.137733 1.968673 -0.959630 0.1 0.0 0.0 0.002
C -2.730194 1.717655 -0.428467 0.0 -0.2 0.1 -0.005
C -2.431822 2.610149 0.772029 0.0 0.0 0.0 0.002
C -1.712518 1.875917 -1.566943 0.0 -0.1 -0.1 -0.007
C -1.346112 3.331245 -1.878114 -0.1 0.2 0.0 0.001
O -0.014314 3.467970 -1.322732 0.1 0.1 0.1 0.000
C 0.416062 2.227301 -1.079200 -0.4 -0.2 0.0 0.002
N -0.404562 1.262779 -1.212660 0.2 0.2 0.1 -0.006
C 1.885903 2.175138 -0.819589 0.0 0.1 0.4 0.009
C 2.649499 2.940077 -1.789619 0.3 0.0 -0.1 0.002
C 3.984582 2.798162 -1.866912 -0.4 0.1 -0.1 0.000
C 4.670935 1.814832 -1.070324 0.0 -0.3 0.2 0.001
C 4.008187 1.024156 -0.216641 0.3 0.1 -0.1 -0.004
C 2.575241 1.196266 0.048223 -0.2 0.0 0.2 -0.013
P 3.136257 -0.958915 1.875894 0.1 -0.2 0.0 -0.001
C 4.027832 0.256261 2.922403 -0.1 0.1 0.0 0.000
C 3.523760 1.324018 3.668355 0.1 -0.1 0.0 -0.001
C 4.364386 2.171032 4.368726 0.1 0.0 0.0 0.000
C 5.735594 1.961190 4.349926 0.0 0.0 0.0 0.000
C 6.257586 0.897140 3.633510 0.0 0.0 0.0 0.000
C 5.411036 0.061229 2.922162 0.0 0.0 -0.1 0.000
C 2.034528 -1.894071 2.991607 0.0 0.0 0.0 0.001
C 1.578444 -3.120257 2.497461 0.1 0.0 -0.1 0.006
C 0.780411 -3.946259 3.269953 0.0 0.0 0.1 0.003
C 0.442206 -3.569848 4.563268 0.0 0.0 0.0 0.000
C 0.914519 -2.371718 5.077228 0.0 0.0 0.0 0.000
C 1.703828 -1.539722 4.297209 0.0 0.1 0.0 0.000
H -4.879977 1.859729 -0.171387 0.0 0.0 0.1 0.000
H -4.390182 1.277334 -1.762791 0.0 0.0 -0.1 0.000
H -4.233010 2.982580 -1.349898 0.0 0.1 0.0 0.000
H -2.657957 0.672704 -0.094758 0.0 0.1 -0.1 0.016
H -2.721681 3.644677 0.591846 0.0 0.1 0.0 0.000
H -1.377452 2.598212 1.044423 0.1 0.0 0.0 -0.001
H -2.994253 2.271935 1.640137 0.0 0.0 0.0 0.000
H -2.086431 1.363235 -2.457969 0.0 0.0 0.1 -0.004
H -1.978552 4.062995 -1.380960 0.0 0.0 -0.1 0.000
H -1.284111 3.557656 -2.942150 0.0 0.0 0.0 0.000
H 2.108378 3.618338 -2.428300 0.0 0.1 0.0 0.000
H 4.548102 3.379927 -2.582315 0.0 0.0 0.0 0.000
H 5.728901 1.663954 -1.228459 0.0 0.0 0.0 0.000
H 4.504007 0.194249 0.261718 0.0 0.0 0.0 0.000
H 2.464702 1.474404 3.755289 -0.3 0.1 0.0 0.000
H 3.951896 2.987417 4.945014 0.0 0.0 0.0 0.000
H 6.392131 2.618567 4.900669 0.0 0.0 0.0 0.000
H 7.322210 0.715940 3.625005 0.1 0.0 0.0 0.000
H 5.830296 -0.761834 2.356164 0.0 0.0 0.0 0.000
H 1.873808 -3.435655 1.502828 0.0 0.0 0.0 -0.007
H 0.453527 -4.899963 2.879325 0.0 -0.1 0.0 0.000
H -0.158675 -4.223852 5.178000 0.0 0.0 0.0 0.000
H 0.682515 -2.091204 6.094818 0.0 0.0 0.1 0.000
H 2.083612 -0.623299 4.725266 0.0 0.1 0.0 0.000
```
Positions in Å, forces in eV/Å.

Q: Which max |F| values were calculated for the entries above? A: 9.11; 0.76; 2.51; 1.68, in eV/Å.